Entry from the Open Molecules 2025 dataset: C13H30CdF3IO5 as an isolated structure (ωB97M-V/def2-TZVPD).

CARTESIAN COORDINATES (ANGSTROEM)
Cd 0.205 0.017 0.209
I 2.879 -0.228 0.629
C -1.841 -1.774 0.817
O -0.445 -2.065 1.095
O -1.878 -0.580 0.257
C -2.461 -2.821 -0.087
F -1.783 -3.023 -1.226
F -2.543 -4.029 0.529
F -3.705 -2.476 -0.407
C -0.049 -3.075 2.010
C 0.250 -4.408 1.357
H -0.637 -5.032 1.240
H 0.698 -4.249 0.377
H 0.955 -4.993 1.952
H -0.746 -3.144 2.849
H 0.892 -2.695 2.426
H -2.400 -1.832 1.775
C 0.537 -2.576 -3.517
C 1.274 -1.597 -2.651
C 2.252 -0.755 -3.445
O 0.330 -0.730 -1.974
H 1.255 -3.109 -4.145
H -0.136 -2.057 -4.207
H -0.008 -3.298 -2.919
H 1.783 -2.142 -1.857
H 1.716 -0.129 -4.170
H 2.959 -1.369 -4.002
H 2.821 -0.081 -2.801
H -0.316 -0.446 -2.629
C -2.052 1.698 3.374
C -0.720 2.012 2.725
C 0.163 2.876 3.599
O -0.051 0.780 2.418
H -2.656 1.091 2.697
H -2.610 2.592 3.652
H -1.885 1.126 4.295
H -0.894 2.503 1.766
H -0.325 3.824 3.830
H 1.143 3.046 3.151
H 0.361 2.368 4.550
H -0.169 0.193 3.172
C 0.865 3.093 -2.652
C 0.915 2.963 -1.142
C 0.726 4.291 -0.452
O -0.111 2.027 -0.709
H -0.161 3.277 -2.998
H 1.178 2.165 -3.135
H 1.474 3.925 -2.999
H 1.878 2.538 -0.862
H 0.716 4.174 0.636
H -0.231 4.759 -0.708
H 1.536 4.975 -0.701
H -0.952 2.400 -0.993

Atoms 1-6, force components in eV/Å:
Cd 0.5 -0.6 0.3
I 0.2 0.1 0.0
C 0.0 0.4 0.7
O -0.5 -0.6 -0.2
O -0.2 0.6 -0.4
C 0.1 -0.7 -0.1

LUMO = 0.39 eV
HOMO level = -8.233 eV
F_max = 1.1 eV Å⁻¹

These are the natural (NBO) partial charges, in e, on atoms 1 to 4: atom 1 (Cd): 1.627, atom 2 (I): -0.784, atom 3 (C): 0.320, atom 4 (O): -0.619